Arrangement 1

Entry from the Open Molecules 2025 dataset: a single C4H5FS molecule (the ωB97M-V functional and the def2-TZVPD basis).

Properties
LUMO = 0.7 eV
SMILES = C#C[C@H](S)CF

The geometry in XYZ format:
```
11
Properties=species:S:1:pos:R:3:lowdin_charge:R:1
C -2.48 -0.17 -0.05 0.13
C -1.30 -0.11 -0.08 -0.16
C 0.11 0.25 0.31 -0.68
S 0.63 1.91 -0.20 0.74
C 0.92 -0.83 -0.33 -0.30
F 2.25 -0.74 0.02 -0.06
H -3.47 0.09 -0.29 0.03
H 0.26 0.28 1.40 0.11
H 1.70 1.98 0.68 -0.09
H 1.00 -0.81 -1.43 0.13
H 0.38 -1.85 -0.04 0.16
```

***

Arrangement 2

Entry from the Open Molecules 2025 dataset: a single C4H5FS molecule (the ωB97M-V functional and the def2-TZVPD basis).

Properties
LUMO = 0.9 eV
SMILES = FC1=CSCC1

The geometry in XYZ format:
```
11
Properties=species:S:1:pos:R:3:lowdin_charge:R:1
F 2.22 0.68 0.75 0.08
C 1.01 0.49 0.25 -0.43
C 0.33 1.46 -0.47 -0.32
S -1.28 0.96 -1.12 0.82
C -1.14 -0.61 -0.17 -0.44
C 0.33 -0.77 0.36 -0.20
H 0.65 2.48 -0.72 0.07
H -1.50 -1.42 -0.79 0.06
H -1.83 -0.54 0.70 0.08
H 0.95 -1.56 -0.22 0.15
H 0.26 -1.17 1.42 0.13
```

***

Which of them is the most stable, and which is the least stable? arrangement 2 and arrangement 1, in that order.

***

Arrangement 1

Entry from the Open Molecules 2025 dataset: a single C20H24N2O5S molecule (the ωB97M-V functional and the def2-TZVPD basis).

Properties
LUMO = 0.4 eV
SMILES = COc1cccc(S(=O)(=O)NCc2ccc(C(=O)NC[C@H]3CCCO3)cc2)c1

The geometry in XYZ format:
```
52
Properties=species:S:1:pos:R:3:lowdin_charge:R:1
C 1.75 -1.51 1.81 -0.08
O 0.96 -1.82 0.68 -0.07
C 1.46 -1.54 -0.54 -0.27
C 2.68 -0.92 -0.78 -0.01
C 3.11 -0.70 -2.08 -0.06
C 2.33 -1.08 -3.16 -0.08
C 1.11 -1.67 -2.91 -0.28
S 0.09 -2.11 -4.30 0.67
O 0.81 -3.01 -5.16 -0.29
O -1.22 -2.51 -3.85 -0.28
N 0.00 -0.66 -5.15 -0.12
C -1.10 0.21 -4.75 -0.19
C -0.89 0.60 -3.32 -0.24
C -1.78 0.19 -2.33 -0.03
C -1.55 0.51 -1.01 -0.02
C -0.42 1.24 -0.65 -0.14
C -0.12 1.56 0.78 -0.44
O 1.01 1.51 1.24 0.05
N -1.19 1.93 1.51 0.08
C -1.13 2.22 2.92 -0.11
C -1.94 1.19 3.74 -0.32
C -1.32 -0.21 3.68 -0.12
C -0.28 -0.14 4.81 -0.15
C -0.93 0.83 5.80 -0.18
O -1.94 1.55 5.11 -0.10
C 0.48 1.63 -1.63 0.00
C 0.24 1.33 -2.96 -0.03
C 0.66 -1.91 -1.63 0.02
H 2.72 -2.01 1.77 0.10
H 1.88 -0.43 1.91 0.07
H 1.19 -1.89 2.67 0.09
H 3.30 -0.59 0.03 0.11
H 4.07 -0.22 -2.25 0.11
H 2.64 -0.93 -4.18 0.11
H 0.03 -0.85 -6.14 0.11
H -1.08 1.09 -5.40 0.13
H -2.06 -0.31 -4.86 0.12
H -2.64 -0.40 -2.60 0.12
H -2.23 0.16 -0.25 0.12
H -2.10 1.98 1.06 0.14
H -0.08 2.19 3.20 0.13
H -1.53 3.22 3.12 0.13
H -2.98 1.21 3.40 0.15
H -2.08 -0.96 3.91 0.12
H -0.88 -0.42 2.71 0.10
H 0.65 0.27 4.43 0.10
H -0.08 -1.11 5.26 0.11
H -1.42 0.29 6.63 0.12
H -0.21 1.53 6.23 0.12
H 1.36 2.18 -1.34 0.13
H 0.93 1.64 -3.72 0.12
H -0.29 -2.38 -1.48 0.13
```

***

Arrangement 2

Entry from the Open Molecules 2025 dataset: a single C20H24N2O5S molecule (the ωB97M-V functional and the def2-TZVPD basis).

Properties
LUMO = 0.7 eV
SMILES = CCS(=O)(=O)N1Cc2ccccc2C[C@@H]1C(=O)Nc1ccc(OC)c(OC)c1

The geometry in XYZ format:
```
52
Properties=species:S:1:pos:R:3:lowdin_charge:R:1
C -1.85 -3.94 -0.02 -0.12
C -0.83 -3.00 -0.62 -0.26
S -1.66 -1.46 -1.11 0.68
O -2.79 -1.80 -1.93 -0.28
O -0.68 -0.56 -1.67 -0.27
N -2.20 -0.83 0.34 -0.18
C -3.62 -0.84 0.59 -0.14
C -4.31 0.47 0.31 -0.15
C -5.69 0.54 0.35 -0.03
C -6.35 1.73 0.11 -0.08
C -5.62 2.88 -0.16 -0.08
C -4.24 2.82 -0.19 -0.04
C -3.57 1.62 0.04 -0.16
C -2.07 1.59 -0.01 -0.09
C -1.53 0.39 0.77 -0.22
C -0.03 0.11 0.70 -0.45
O 0.41 -0.93 1.15 0.05
N 0.73 1.12 0.21 0.15
C 2.11 1.14 -0.02 -0.21
C 2.65 2.25 -0.66 -0.03
C 4.01 2.31 -0.89 0.00
C 4.88 1.29 -0.49 -0.20
O 6.19 1.53 -0.79 -0.07
C 7.17 0.54 -0.60 -0.08
C 4.33 0.17 0.17 -0.18
O 5.18 -0.83 0.57 -0.11
C 4.63 -1.97 1.19 -0.07
C 2.96 0.12 0.39 0.06
H -2.68 -4.07 -0.71 0.07
H -1.40 -4.90 0.20 0.08
H -2.24 -3.52 0.91 0.07
H -0.06 -2.70 0.08 0.08
H -0.39 -3.39 -1.53 0.11
H -3.80 -1.14 1.63 0.14
H -4.04 -1.61 -0.07 0.12
H -6.26 -0.36 0.56 0.12
H -7.43 1.77 0.14 0.10
H -6.13 3.81 -0.35 0.10
H -3.67 3.71 -0.40 0.11
H -1.67 2.52 0.39 0.13
H -1.76 1.48 -1.06 0.13
H -1.77 0.51 1.84 0.18
H 0.25 1.89 -0.22 0.12
H 2.02 3.05 -0.99 0.11
H 4.45 3.16 -1.39 0.12
H 6.94 -0.38 -1.15 0.10
H 7.31 0.30 0.46 0.09
H 8.09 0.98 -0.99 0.09
H 3.92 -2.48 0.53 0.10
H 5.48 -2.62 1.39 0.10
H 4.13 -1.72 2.13 0.10
H 2.52 -0.73 0.89 0.09
```

***

Which of them is the most stable, and which is the least stable? arrangement 1 and arrangement 2, in that order.

***

Arrangement 1

Entry from the Open Molecules 2025 dataset: 2 unconnected molecules or ions with the total composition C8H12N3S (the ωB97M-V functional and the def2-TZVPD basis).

Properties
LUMO = -4.4 eV
total charge = +1

The geometry in XYZ format:
```
24
Properties=species:S:1:pos:R:3:lowdin_charge:R:1
C 2.92 2.15 -0.36 -0.01
C 2.98 1.88 1.07 -0.04
C 2.43 1.20 -1.30 0.00
C 2.38 0.76 1.57 -0.04
C 1.75 0.07 -0.71 -0.04
C 1.89 -0.15 0.64 -0.25
C -3.71 -0.62 -1.53 0.01
C 1.23 -1.27 1.26 -0.07
N -3.16 -0.28 -0.43 -0.76
N -3.85 0.21 0.61 -0.01
N 0.52 -2.20 0.69 0.15
S -1.56 -0.04 -0.19 0.65
H 3.32 3.07 -0.73 0.10
H 3.51 2.62 1.73 0.14
H 2.50 1.42 -2.38 0.13
H 2.51 0.58 2.63 0.13
H 1.49 -0.56 -1.46 0.07
H -4.80 -0.65 -1.68 0.11
H -3.10 -0.97 -2.29 0.06
H 1.45 -1.52 2.35 0.18
H -4.89 0.41 0.68 0.16
H -3.20 0.91 1.03 0.06
H 0.12 -2.99 1.20 0.15
H 0.21 -1.98 -0.34 0.12
```

***

Arrangement 2

Entry from the Open Molecules 2025 dataset: a gas-phase ion, C8H12N3S (charge +1) (the ωB97M-V functional and the def2-TZVPD basis).

Properties
LUMO = -4.5 eV
total charge = +1

The geometry in XYZ format:
```
24
Properties=species:S:1:pos:R:3:lowdin_charge:R:1
C 3.49 0.74 -0.08 -0.05
C 3.82 -0.54 -0.24 -0.04
C 2.12 1.09 0.15 0.03
C 2.82 -1.54 -0.34 -0.08
C 1.20 0.06 0.23 -0.28
C -3.13 -0.35 -0.76 -0.28
C -2.63 -0.92 0.56 -0.45
C -0.22 0.08 0.58 -0.51
N 1.58 -1.22 -0.16 0.04
N -0.71 1.10 1.23 0.16
N -2.12 0.66 -1.17 -0.04
S -0.95 -1.43 0.30 1.14
H 4.23 1.51 -0.12 0.11
H 4.88 -0.72 -0.43 0.12
H 1.84 2.17 0.50 0.15
H 3.12 -2.60 -0.43 0.14
H -3.08 -1.23 -1.47 0.14
H -4.09 -0.02 -0.64 0.09
H -2.78 -0.21 1.22 0.00
H -3.24 -1.89 0.82 0.15
H -0.36 2.07 1.40 0.17
H -1.58 0.91 1.74 0.12
H -2.05 0.68 -2.18 0.08
H -2.17 1.60 -0.70 0.11
```

***

Which of them is the most stable, and which is the least stable? arrangement 2 and arrangement 1, in that order.

***

Arrangement 1

Entry from the Open Molecules 2025 dataset: a molecular structure, C6H12N2O (the ωB97M-V functional and the def2-TZVPD basis).

Properties
LUMO = 0.8 eV

The geometry in XYZ format:
```
21
Properties=species:S:1:pos:R:3:lowdin_charge:R:1
C 0.76 -1.29 -0.77 -0.15
C -2.03 1.67 -0.12 -0.04
C 0.10 -0.18 1.70 -0.05
C -1.40 -0.50 -1.23 -0.21
C -1.13 0.50 -0.41 -0.25
C 0.19 0.27 0.26 -0.47
N 1.16 1.22 0.09 0.08
N 2.12 -1.44 -0.27 -0.03
O -1.87 -1.25 -2.01 0.15
H 2.06 1.01 -0.31 0.08
H 0.85 2.10 -0.31 0.09
H 2.13 -1.93 0.62 0.06
H 2.69 -1.96 -0.92 0.07
H 0.15 -2.17 -0.53 0.10
H 0.84 -1.10 -1.84 0.10
H -1.58 2.62 -0.44 0.07
H -2.98 1.55 -0.65 0.08
H -2.24 1.75 0.95 0.08
H 1.09 -0.37 2.12 0.07
H -0.38 0.60 2.30 0.08
H -0.52 -1.08 1.78 0.08
```

***

Arrangement 2

Entry from the Open Molecules 2025 dataset: 2 unconnected molecules or ions with the total composition C6H12N2O (the ωB97M-V functional and the def2-TZVPD basis).

Properties
LUMO = -0.2 eV
SMILES = [H]/N=C(\C)C=C.CC(N)=O

The geometry in XYZ format:
```
21
Properties=species:S:1:pos:R:3:lowdin_charge:R:1
H -1.31 -1.85 -0.85 0.09
N -0.86 -0.95 -1.02 0.11
C -1.10 -0.05 -0.11 -0.41
C -2.06 -0.24 1.02 -0.03
C -0.62 1.32 -0.33 -0.14
C -0.36 1.82 -1.53 0.07
H -2.38 -1.27 1.13 0.08
H -2.94 0.39 0.85 0.10
H -1.62 0.09 1.96 0.09
H -0.44 1.90 0.57 0.12
H -0.54 1.25 -2.43 0.07
H 0.03 2.82 -1.65 0.07
C 1.27 -0.85 1.37 -0.02
C 2.06 -0.09 0.03 -0.62
N 1.80 -0.72 -1.10 0.07
O 2.63 0.94 0.28 0.02
H 0.45 -1.56 1.23 0.04
H 1.15 -0.17 2.19 0.05
H 2.11 -1.50 1.56 0.05
H 0.57 -1.03 -1.27 0.12
H 2.17 -0.24 -1.92 0.08
```

***

Which of them is the most stable, and which is the least stable? arrangement 2 and arrangement 1, in that order.